The following is a quantum chemistry calculation of a 6-piece molecular cluster, C47H49I3N8O12P2S overall, from OMol25.

Atoms and positions in Å:
C  -3.3630  -2.3934  0.8426
C  -2.9785  -3.8287  1.1695
I  -1.7847  -4.5632  -0.4653
C  -2.4250  -4.1140  2.5738
I  -3.8377  -3.3696  4.0200
P  -0.6468  -3.6230  3.0284
I  -1.3823  -1.1144  3.5698
C  -0.1926  -3.8865  4.8003
C  0.6877  -2.8447  5.5126
C  -0.0282  -2.1545  6.6891
C  0.3173  -0.6644  6.8539
S  1.1329  -0.3214  8.4428
C  2.6907  0.2770  7.9783
N  3.7586  0.3116  8.6962
N  4.7488  0.8786  7.8900
C  4.1916  1.1221  6.7660
O  2.8794  0.7829  6.7314
C  0.5351  -3.0121  1.7523
C  1.8148  -2.3445  2.2329
O  2.5124  -2.8809  3.0648
C  2.2554  -1.1079  1.5182
C  1.6283  0.1286  1.6424
C  2.1164  1.2134  0.9350
C  3.2208  1.0777  0.1129
C  3.8587  -0.1493  0.0020
C  3.3732  -1.2402  0.7040
P  0.0393  -5.8023  2.6782
N  1.5953  -6.0322  2.7362
H  -3.7273  -2.3885  -0.1847
H  -4.1814  -2.0415  1.4620
H  -2.5170  -1.7127  0.8682
H  -3.8837  -4.4310  1.1072
H  -2.4827  -5.1834  2.7696
H  -1.1400  -4.0107  5.3303
H  0.3168  -4.8474  4.8599
H  1.5202  -3.4098  5.9356
H  1.1331  -2.1123  4.8518
H  -1.1064  -2.2166  6.5386
H  0.1982  -2.6884  7.6111
H  0.9062  -0.2873  6.0243
H  -0.5984  -0.0775  6.8799
H  4.6150  1.5499  5.8741
H  0.8445  -3.8762  1.1594
H  -0.0105  -2.3446  1.0862
H  0.7723  0.2430  2.2911
H  1.6228  2.1713  1.0228
H  3.5920  1.9241  -0.4506
H  4.7274  -0.2604  -0.6319
H  3.8675  -2.1991  0.6150
H  -0.6701  -6.5140  3.6790
H  -0.5243  -6.3244  1.5001
H  2.1305  -5.1833  2.8923
C  -5.9641  2.6198  4.5661
C  -4.9100  1.7920  4.2012
C  -4.8965  1.1934  2.9524
C  -5.9495  1.4436  2.0906
C  -7.0118  2.2584  2.4322
C  -7.0131  2.8496  3.6852
N  -5.9300  0.8167  0.7568
O  -4.9863  0.0937  0.5069
O  -6.8453  1.0514  -0.0022
H  -5.9682  3.0881  5.5413
H  -4.0944  1.6114  4.8880
H  -4.0837  0.5453  2.6563
H  -7.8182  2.4264  1.7345
H  -7.8338  3.4918  3.9730
C  1.0914  3.5610  -4.8346
C  2.4013  3.6583  -5.2859
C  3.3260  2.6795  -4.9588
C  2.9117  1.6126  -4.1837
C  1.6155  1.4941  -3.7187
C  0.7033  2.4830  -4.0490
N  3.8819  0.5590  -3.8370
O  5.0277  0.6952  -4.2114
O  3.4710  -0.3790  -3.1851
H  0.3749  4.3252  -5.0936
H  2.7025  4.4976  -5.8971
H  4.3483  2.7405  -5.3001
H  1.3303  0.6501  -3.1092
H  -0.3151  2.4087  -3.6907
C  6.1015  -4.1254  8.8682
C  5.0381  -3.8601  8.0165
C  4.0333  -4.7957  7.8454
C  4.1088  -5.9894  8.5348
C  5.1591  -6.2810  9.3842
C  6.1607  -5.3363  9.5474
N  3.0240  -6.9730  8.3674
O  2.1184  -6.6887  7.6094
O  3.0956  -8.0043  9.0017
H  6.8825  -3.3896  9.0026
H  4.9855  -2.9246  7.4764
H  3.2043  -4.6042  7.1817
H  5.1913  -7.2242  9.9079
H  6.9889  -5.5469  10.2096
C  -5.0965  2.2708  -6.4714
C  -5.2442  3.2249  -7.4696
C  -4.1549  3.9741  -7.8832
C  -2.9323  3.7446  -7.2807
C  -2.7604  2.8021  -6.2838
C  -3.8581  2.0615  -5.8784
N  -1.7667  4.5243  -7.7227
O  -1.9303  5.3541  -8.5932
O  -0.6963  4.2901  -7.1953
H  -5.9496  1.6859  -6.1552
H  -6.2091  3.3856  -7.9295
H  -4.2521  4.7198  -8.6573
H  -1.7885  2.6485  -5.8389
H  -3.7461  1.3181  -5.1015
C  -0.7455  6.4912  -11.1854
C  -0.7735  7.0616  -12.4520
C  -0.0949  6.4679  -13.5041
C  0.6049  5.3022  -13.2611
C  0.6546  4.7182  -12.0095
C  -0.0286  5.3214  -10.9653
N  1.3169  4.6545  -14.3781
O  1.2751  5.1973  -15.4628
O  1.9008  3.6161  -14.1468
H  -1.2818  6.9554  -10.3708
H  -1.3288  7.9736  -12.6235
H  -0.1085  6.8996  -14.4931
H  1.2154  3.8088  -11.8561
H  -0.0014  4.8794  -9.9810

Results
- E_HOMO: -8.56 eV

The following is a quantum chemistry calculation of a 2-piece molecular cluster, C5H14NO overall, from OMol25.

Atoms and positions in Å:
C  0.5333  -0.9405  -1.7628
O  0.9172  -1.8805  -0.7782
C  -0.3874  0.1484  -1.0978
C  0.4448  1.1208  -0.2301
C  1.3562  0.3524  0.7029
C  -0.6248  1.9710  0.5134
N  -1.1808  -0.5485  0.0197
H  1.4072  -0.3376  -2.1025
H  0.0739  -1.5130  -2.5772
H  0.0632  -1.6457  -0.3441
H  -1.0378  0.6839  -1.6778
H  0.8277  1.7840  -1.0544
H  1.6116  1.0081  1.5351
H  2.2425  -0.0033  0.2185
H  0.7496  -0.4777  1.0530
H  -1.3215  2.5257  -0.1212
H  -1.2126  1.2964  1.1886
H  -0.2087  2.7112  1.2241
H  -1.9513  -1.1661  -0.3627
H  -1.0517  -2.7934  3.0982
H  -1.2505  -2.2955  2.5553

Results
- E_HOMO: -15.67 eV
- Net charge: +1

Number 1: strongest force on any atom 0.032 Eh/bohr. Number 2: strongest force on any atom 0.111 Eh/bohr.